# C15H35N4O13

A cluster of 7 separate species, C15H35N4O13 in total at a distorted geometry (wB97M-V/def2-TZVPD, OMol25).

```
67
Properties=species:S:1:pos:R:3:forces:R:3
C 4.60236 3.51812 -0.72783 -1.67 -0.98 0.58
C 3.49344 4.42867 -1.27193 4.42 3.52 -2.73
O 3.87607 5.50922 -1.77970 -3.14 -3.62 1.95
N 2.05949 3.93134 -1.55918 1.73 0.77 -0.95
H 1.67096 3.36246 -0.82060 -0.39 -1.24 0.32
H 1.49060 4.76576 -1.57349 -0.19 0.49 -0.30
C 2.06669 3.22948 -2.94502 0.25 -0.31 0.70
H 4.62874 3.59718 0.35898 -0.20 -0.12 0.14
H 5.62733 3.67880 -1.06208 -0.51 0.78 -0.52
H 4.35640 2.48864 -0.98814 0.01 -0.21 0.20
H 2.87795 3.60970 -3.56581 -0.13 0.40 0.30
H 1.11253 3.37860 -3.45045 0.09 -0.06 0.36
H 2.29663 2.18151 -2.75269 -0.32 0.01 0.04
C 3.93005 -2.22227 2.37093 0.36 -0.06 -0.31
C 2.44922 -2.17039 2.03604 -1.25 -2.46 2.93
O 1.59306 -2.49188 2.88666 2.28 1.58 -3.67
N 2.11130 -2.06987 0.55186 -0.93 -2.11 1.97
H 2.04848 -1.08453 0.33907 -1.42 2.33 -0.78
H 2.98264 -2.22324 0.06465 1.12 -0.67 -1.19
C 0.93005 -2.99002 0.13549 0.92 0.53 -0.40
H 4.56121 -1.37937 2.08940 -0.49 0.46 0.06
H 4.44087 -2.99989 1.80306 -0.45 -0.33 -0.54
H 4.11302 -2.53275 3.39962 -0.52 0.51 0.07
H 1.14731 -4.01169 0.44707 0.03 0.28 0.51
H 0.83429 -3.08219 -0.94637 0.54 0.61 -0.07
H -0.03447 -2.61790 0.48096 0.51 0.17 0.44
C -0.85906 -4.14002 3.67240 -2.24 0.28 -2.60
C -2.19367 -3.32533 3.46344 0.60 2.29 6.56
O -2.59000 -2.57796 4.37984 0.58 -2.69 -4.61
N -3.03834 -3.52210 2.20561 1.59 0.28 -0.13
H -2.60764 -4.24550 1.64767 0.25 -0.44 -0.20
H -3.92566 -3.90411 2.50025 -0.81 0.46 0.05
C -3.02816 -2.21808 1.38723 -0.10 -0.04 0.78
H -0.40513 -3.96649 2.69672 0.91 -0.23 0.16
H -1.18152 -5.18108 3.65477 0.21 -0.24 0.27
H -0.20109 -3.90098 4.50788 -0.66 0.43 -0.14
H -1.98340 -1.92228 1.29203 -0.03 0.05 0.20
H -3.54885 -1.50772 2.02940 -0.11 0.50 -0.44
H -3.42912 -2.36252 0.38401 -0.38 -0.17 0.37
C -5.27604 2.20815 -1.91125 0.98 -1.04 0.09
C -4.33809 1.01282 -2.22572 -2.51 -2.92 -1.12
O -4.73803 -0.14080 -2.53112 2.67 5.19 1.44
N -2.82428 1.31629 -2.08311 -0.74 -1.85 -0.74
H -2.50590 2.09790 -2.63792 -0.29 0.23 -0.80
H -2.74228 1.70764 -1.15562 0.14 -0.23 1.88
C -1.90689 0.11341 -2.33416 0.70 1.65 0.06
H -6.24220 1.72739 -1.75792 -0.01 0.45 -0.04
H -5.30278 3.00171 -2.65802 -0.02 -0.47 -0.59
H -4.94516 2.75875 -1.03065 0.03 -0.47 0.47
H -1.84428 -0.51304 -1.44436 -0.57 -0.11 -0.43
H -0.92781 0.58526 -2.41709 0.13 -0.10 0.12
H -2.09950 -0.31352 -3.31840 -0.56 -0.30 0.52
O 4.72220 0.42909 -2.21710 -1.51 1.84 -0.66
C 5.11257 -0.82548 -2.01947 5.15 -1.93 -0.08
O 4.50656 -1.40809 -1.10723 -3.26 -1.63 2.34
O 6.16283 -1.21043 -2.50038 0.31 -0.18 -1.47
H 4.03104 0.23208 -1.58063 -1.63 1.66 0.62
O -4.86464 2.75398 1.64011 0.69 0.35 -0.63
C -4.01085 1.68183 1.73805 -2.60 -2.88 4.56
O -3.24660 1.42374 0.84063 2.52 0.51 -4.20
O -4.17486 0.89273 2.73842 -0.05 1.74 -1.08
H -5.33532 2.80305 2.47537 -0.10 -0.20 0.22
O -0.48768 0.20710 0.50839 0.25 -0.32 0.72
C 0.44397 0.98401 -0.08880 4.25 -5.30 -0.27
O 0.04270 1.97879 -0.56817 -2.13 6.36 -2.26
O 1.61198 0.51871 -0.26856 -0.18 -0.47 0.96
H -1.09521 0.94761 0.57297 -2.10 -0.34 0.97
```
Forces are in eV/Å.

Results
- net charge = +1
- highest occupied orbital energy (eV) = -9.2
- relative energy (zero: lowest compared OMol25 entry of this formula, charge and spin) (kcal per mole) = 51.3
- E_tot (hartree) = -1789.31929
- multiplicity = 1
- LUMO level (eV) = -3.35
- molecular weight (Da) = 479.46